1.
45
Properties=species:S:1:pos:R:3 method="wB97M-V/def2-TZVPD" e_above_lowest_ev=3.189 homo_ev=-8.77 charge=0 fmax_ha_per_bohr=0.0747 smiles="CCC(CC)O[C@@H]1C=C(B(O)O)C[C@H](N)[C@H]1NC(C)=O" spin_multiplicity=1 lumo_energy_ev=0.39 gap_ev=9.15
O 3.541 -2.689 -3.116
O 3.828 -2.720 -0.654
O -2.518 -0.180 -0.514
O 0.278 0.506 0.867
N -1.297 0.435 -2.356
N 1.968 1.853 -1.445
C 1.113 -1.265 -0.643
C 0.116 -0.235 -0.366
C 1.973 -0.182 -2.697
C 1.966 -1.268 -1.662
C -3.756 0.271 -2.426
C 0.649 1.334 3.805
C 1.159 1.083 -2.347
C -2.472 0.150 -1.679
C -1.898 0.607 2.273
C -0.159 0.789 -1.526
C -0.485 -0.064 1.985
C -2.695 -0.036 3.337
C 0.411 -0.085 3.191
B 3.179 -2.322 -1.798
H -0.816 -0.761 -0.172
H -0.434 1.719 -1.111
H -4.689 0.292 -1.850
H 0.941 2.085 3.048
H 1.317 -0.470 2.748
H 2.026 1.257 -0.604
H -1.685 1.622 2.597
H 1.625 -0.661 -3.596
H -3.705 -0.533 -3.130
H 2.957 2.084 -1.705
H -3.672 0.452 3.480
H 1.451 1.268 4.535
H 2.989 0.072 -2.979
H 0.915 1.740 -3.206
H -3.763 1.271 -2.985
H -0.694 -1.154 1.850
H 4.292 -3.314 -3.061
H -0.043 -0.741 3.908
H 1.327 -2.021 0.083
H 3.592 -2.561 0.292
H -0.178 1.781 4.368
H -1.296 0.957 -3.263
H -2.411 0.652 1.234
H -2.824 -1.047 3.045
H -2.126 0.033 4.244

2.
21
Properties=species:S:1:pos:R:3 method="wB97M-V/def2-TZVPD" e_above_lowest_ev=0.201 homo_ev=-9.56 charge=0 fmax_ha_per_bohr=0.1524 spin_multiplicity=1 lumo_energy_ev=0.18 gap_ev=9.74
O 2.358 -2.286 0.423
O -4.102 0.489 -2.242
O -3.753 0.911 -0.222
O 2.711 -1.554 -1.641
N -1.152 0.762 0.742
N -2.055 0.181 -1.395
N -3.376 0.491 -1.213
N 0.075 -0.300 -0.930
C 2.281 -1.348 -0.555
C 1.417 -0.092 -0.338
C 1.117 0.149 1.118
C -0.002 1.176 1.471
C -1.070 0.284 -0.499
H -2.046 1.016 1.091
H 0.858 -0.772 1.639
H 2.853 -3.057 0.103
H 2.028 0.342 1.635
H 0.172 2.207 1.079
H -0.172 1.307 2.460
H -0.128 -0.660 -1.893
H 1.985 0.755 -0.831

3.
15
Properties=species:S:1:pos:R:3 method="wB97M-V/def2-TZVPD" homo_ev="-5.19 / -8.85" charge=0 fmax_ha_per_bohr=0.1417 spin_multiplicity=3 lumo_energy_ev="0.87 / -1.94" gap_ev="6.06 / 6.92"
Se -1.327 1.737 2.140
C 1.620 -0.890 -0.950
C -0.253 -0.296 0.301
C 0.879 -0.985 0.350
C -0.376 0.447 -1.023
C -1.273 -0.124 1.506
C 0.953 0.082 -1.627
H 1.136 0.371 -2.644
H 2.531 -1.357 -1.212
H -0.617 1.627 -1.054
H -1.143 -0.104 -1.552
H -0.994 -0.776 2.232
H -0.195 2.081 1.190
H -2.222 -0.413 1.087
H 1.283 -1.399 1.256

4.
11
Properties=species:S:1:pos:R:3 method="wB97M-V/def2-TZVPD" e_above_lowest_ev=1.158 homo_ev=-8.91 charge=0 fmax_ha_per_bohr=0.0763 spin_multiplicity=1 lumo_energy_ev=-0.25 gap_ev=8.66
Br -1.859 2.234 0.284
P -2.268 -0.697 -0.871
C 0.347 0.388 -0.382
C 0.636 -0.959 0.332
C -1.204 0.552 -0.377
H 0.725 0.413 -1.490
H -3.492 0.172 -0.998
H 1.211 -1.650 -0.413
H 1.000 1.171 -0.015
H -0.283 -1.434 0.589
H 1.390 -0.701 1.123

5.
17
Properties=species:S:1:pos:R:3 method="wB97M-V/def2-TZVPD" e_above_lowest_ev=4.544 homo_ev=-13.78 charge=+1 fmax_ha_per_bohr=0.0942 spin_multiplicity=1 lumo_energy_ev=-3.28 gap_ev=10.49
N -1.291 -0.610 0.500
N 0.778 -1.415 -0.278
N -0.581 0.588 0.602
C 1.144 -0.372 0.227
C 2.250 0.583 0.360
C -0.992 1.481 -0.459
C -0.536 -1.760 -0.300
H -0.706 -2.695 0.137
H -1.287 -0.972 1.420
H 3.135 0.020 0.051
H -1.650 2.169 -0.132
H -0.134 2.026 -0.690
H -0.881 -1.744 -1.287
H 2.325 0.914 1.304
H -2.278 -0.345 0.189
H -1.402 0.842 -1.289
H 2.105 1.289 -0.356

6.
25
Properties=species:S:1:pos:R:3 method="wB97M-V/def2-TZVPD" e_above_lowest_ev=2.516 homo_ev="-3.70 / -3.70" charge=-1 fmax_ha_per_bohr=0.1240 spin_multiplicity=5 lumo_energy_ev="3.02 / 3.02" gap_ev="6.73 / 6.73"
Ho -1.158 0.338 -1.675
Cl 0.506 0.931 -3.539
Cl -3.445 1.737 -0.908
O -0.522 2.144 0.201
C -0.853 -0.219 1.485
C -0.374 -0.588 0.319
C -2.069 -0.782 -3.276
C 1.751 0.021 1.978
C 1.021 -0.705 -0.372
C 0.318 0.068 2.477
C 1.963 -0.962 0.840
H 0.106 1.143 2.713
H 3.027 -1.023 0.563
H 0.910 -1.578 -1.052
H -1.412 2.302 -0.124
H -1.993 -1.416 -2.188
H 2.447 -0.202 2.803
H 2.049 1.002 1.609
H -1.763 0.215 1.722
H 0.303 -0.322 3.515
H -1.286 -1.358 -3.698
H 0.077 2.646 -0.325
H -2.978 -1.428 -3.260
H 1.751 -1.969 1.189
H 1.623 0.004 -0.998

7.
97
Properties=species:S:1:pos:R:3 method="wB97M-V/def2-TZVPD" homo_ev="-13.43 / -14.00" charge=+2 fmax_ha_per_bohr=0.0134 spin_multiplicity=4 lumo_energy_ev="-6.41 / -7.00" gap_ev="7.02 / 7.00"
Re 0.112 -0.132 0.289
Cl -1.086 -5.673 0.867
P 1.721 -0.440 -1.656
P -1.222 1.805 -0.683
N -2.421 -2.664 -2.174
N -0.979 -0.988 -1.202
N -3.888 -4.308 -1.058
N -1.134 -1.759 1.303
C 5.302 1.460 -1.368
C -2.950 1.444 -1.099
C -4.969 2.153 -2.214
C -0.280 4.338 0.065
C 1.783 -0.481 1.927
C 0.887 -2.472 -3.390
C 2.410 2.016 1.445
C -2.526 4.910 1.594
C 1.079 -4.815 -2.884
C -2.435 3.697 0.929
C 1.909 -3.184 -1.333
C 3.116 -1.084 1.602
C 1.502 -2.155 -2.183
C 0.675 -3.799 -3.735
C -0.376 5.551 0.729
C 0.031 -0.043 3.367
C -3.641 0.355 -0.581
C -2.253 -1.560 2.008
C 1.434 0.912 1.753
C -4.980 0.157 -0.880
C -3.092 -2.595 2.378
C 0.934 -1.021 2.961
C -0.979 -0.156 4.457
C 5.796 -0.857 -1.774
C -0.137 1.133 -3.269
C -1.589 -4.099 1.329
C -0.187 2.483 3.020
C 4.441 -1.151 -1.791
C 3.951 1.170 -1.387
C -3.206 -3.541 -1.577
C -3.633 2.353 -1.910
C -1.497 5.835 1.498
C 6.228 0.440 -1.556
C 3.506 -0.139 -1.584
C -0.807 -3.015 0.978
C 0.316 1.142 2.630
C -2.770 -3.893 2.026
C -1.308 3.399 0.165
C 1.280 0.616 -3.083
C -0.445 2.251 -2.278
C 1.052 -2.387 3.534
C -1.685 -1.833 -1.635
C -5.644 1.054 -1.701
C 1.704 -4.508 -1.683
H 0.912 -5.847 -3.158
H -1.259 2.502 3.208
H -1.572 6.783 2.011
H -3.415 -4.723 2.271
H 1.993 2.794 0.806
H -2.475 -0.538 2.281
H -0.531 0.086 5.423
H -5.499 -0.702 -0.480
H -3.406 5.138 2.177
H -3.144 3.237 -2.295
H -5.484 2.859 -2.849
H 3.302 1.627 0.966
H 6.515 -1.645 -1.943
H 2.033 -5.298 -1.023
H 7.285 0.665 -1.543
H 0.191 -4.037 -4.671
H 3.587 -0.623 0.743
H 0.604 4.145 -0.524
H 1.646 0.076 -3.963
H -1.382 -1.164 4.538
H -0.882 0.339 -3.226
H 2.722 2.495 2.374
H 0.087 -2.782 3.854
H 1.694 -2.350 4.419
H 1.511 -3.093 2.844
H 5.635 2.476 -1.216
H -3.997 -2.380 2.927
H 3.792 -0.949 2.449
H 0.066 3.260 2.309
H 0.090 -3.156 0.391
H 0.552 -1.699 -4.067
H 3.241 1.976 -1.246
H 4.123 -2.166 -1.980
H -1.811 0.532 4.310
H -1.117 2.992 -2.720
H 0.473 2.794 -2.042
H -6.686 0.900 -1.940
H 0.301 2.730 3.969
H -0.199 1.552 -4.276
H 3.049 -2.156 1.431
H -3.255 2.994 0.992
H 0.419 6.277 0.639
H 2.413 -2.952 -0.404
H 1.954 1.471 -2.983
H -3.129 -0.364 0.037

8.
23
Properties=species:S:1:pos:R:3 method="wB97M-V/def2-TZVPD" e_above_lowest_ev=3.000 homo_ev="-11.84 / -11.84" charge=+1 fmax_ha_per_bohr=0.0949 smiles="C[C@@H]1C=[N+](/C(O)=C/N)CC1" spin_multiplicity=1 lumo_energy_ev="-4.34 / -4.34" gap_ev="7.50 / 7.50"
O -1.823 1.649 -0.424
N -3.860 -0.103 0.355
N -0.263 0.053 -0.411
C 2.081 0.292 -0.561
C -1.611 0.313 -0.159
C 1.864 -1.155 -0.349
C 2.787 0.928 0.737
C -2.656 -0.559 0.241
C 0.697 0.928 -0.736
C 0.292 -1.296 -0.363
H 0.556 1.941 -0.574
H 1.937 0.802 1.517
H -0.137 -1.731 0.664
H 0.023 -2.066 -1.130
H -4.007 0.839 0.077
H 1.996 -1.516 0.632
H 2.721 0.412 -1.422
H -4.631 -0.726 0.509
H -2.496 2.026 0.200
H 2.417 -1.851 -1.055
H -2.550 -1.589 0.480
H 3.702 0.386 1.071
H 2.961 2.021 0.702

9.
19
Properties=species:S:1:pos:R:3 method="wB97M-V/def2-TZVPD" e_above_lowest_ev=1.536 homo_ev="0.82 / -5.38" charge=-1 fmax_ha_per_bohr=0.0982 spin_multiplicity=2 lumo_energy_ev="3.49 / 3.45" gap_ev="2.67 / 8.83"
O -1.506 -2.767 1.826
O -1.410 -0.399 0.273
N 0.294 0.040 -2.564
N 0.794 1.392 -0.640
C -0.784 0.527 1.124
C 0.658 0.671 0.617
C 1.408 0.761 -1.831
H 2.199 0.188 -1.405
H -0.282 -0.499 -1.877
H -0.816 -2.420 2.442
H -2.021 -3.273 2.375
H -0.317 0.590 -3.044
H -0.792 0.360 2.261
H 1.206 -0.331 0.426
H 1.064 2.332 -0.608
H -1.542 -1.225 0.724
H 1.247 1.057 1.416
H -1.387 1.500 0.919
H 1.989 1.497 -2.435

10.
13
Properties=species:S:1:pos:R:3 method="wB97M-V/def2-TZVPD" e_above_lowest_ev=3.327 homo_ev=-8.71 charge=0 fmax_ha_per_bohr=0.1391 smiles="N[C@H]1C=NNC1" spin_multiplicity=1 lumo_energy_ev=0.84 gap_ev=9.56
N 1.187 0.244 1.063
N -0.111 -0.881 -1.447
N 0.440 -0.797 1.673
C 0.277 0.917 0.059
C -0.703 -0.008 -0.322
C -0.696 -0.876 0.944
H 0.848 -1.145 -1.304
H -0.394 -0.571 -2.547
H -1.530 -1.658 1.039
H -1.600 0.349 -0.666
H 0.790 1.355 -0.789
H -0.061 1.961 0.566
H 1.552 1.108 1.731

11.
56
Properties=species:S:1:pos:R:3 method="wB97M-V/def2-TZVPD" homo_ev=-7.93 charge=0 fmax_ha_per_bohr=0.0243 spin_multiplicity=1 lumo_energy_ev=-0.68 gap_ev=7.25
Ti 0.008 0.188 0.179
S 2.437 0.776 0.515
O -1.307 3.948 1.003
O -2.075 1.041 -0.585
O 2.050 3.957 -4.407
O 0.394 -1.209 1.654
O 0.046 2.210 0.508
O 0.242 0.612 -1.584
O -0.783 -2.652 2.937
N 4.379 -0.276 -0.939
N 2.462 -1.453 -1.053
N -1.467 -1.555 -0.257
N 1.155 -1.505 -0.703
N -1.125 0.631 1.934
C -1.624 1.848 2.075
C -0.850 -2.706 -0.577
C -3.477 -2.775 0.144
C -1.466 -0.375 2.726
C -3.556 2.640 -1.464
C 1.054 3.415 -3.677
C 3.293 3.268 -4.442
C -2.204 1.986 -1.378
C -2.842 -3.959 -0.193
C -2.598 2.106 3.014
C -0.572 -1.566 2.446
C -0.147 4.146 -3.653
C -1.109 2.478 -2.185
C 1.170 2.223 -2.985
C 3.085 -0.414 -0.546
C -0.935 2.803 1.125
C -3.023 1.046 3.810
C 0.095 1.762 -2.228
C -1.514 -3.922 -0.570
C -1.201 3.672 -2.922
C -2.445 -0.214 3.683
C 0.561 -2.611 -0.918
C -2.755 -1.599 0.094
H 2.073 1.632 -2.975
H 3.720 3.182 -3.442
H -3.374 -4.901 -0.154
H -3.917 2.668 -2.492
H -2.720 -1.045 4.317
H -3.789 1.210 4.557
H -0.205 5.076 -4.202
H -2.118 4.246 -2.895
H -3.476 3.665 -1.095
H 4.966 0.359 -0.429
H -0.977 -4.823 -0.836
H 3.179 2.273 -4.876
H -3.212 -0.648 0.327
H -4.515 -2.757 0.444
H 3.948 3.865 -5.070
H 4.803 -1.067 -1.392
H 1.106 -3.458 -1.318
H -4.257 2.092 -0.839
H -2.990 3.108 3.120